{
  "formula": "C14H19BrInN3OSi",
  "method": "wB97M-V/def2-TZVPD",
  "species": ["In", "C", "C", "C", "C", "C", "C", "N", "N", "Si", "C", "C", "C", "H", "H", "H", "H", "H", "H", "H", "H", "H", "H", "H", "H", "H", "H", "H", "O", "C", "C", "C", "N", "C", "Br", "C", "H", "H", "H", "H"],
  "xyz": [[0.1301, 0.1476, -0.1571], [-2.5089, -2.6523, -0.7163], [-1.1358, -2.7825, -1.2904], [-0.7080, -3.8704, -2.0164], [0.5990, -3.8990, -2.5034], [1.4778, -2.8592, -2.2716], [1.0098, -1.7693, -1.5473], [-0.2766, -1.7610, -1.0806], [1.7036, -0.6389, -1.1830], [2.9993, 0.3153, -1.9762], [2.4294, 2.0469, -1.5354], [4.6163, -0.0885, -1.1686], [2.9584, -0.0131, -3.8008], [-3.1314, -3.4936, -1.0092], [-2.9908, -1.7383, -1.0683], [-2.4698, -2.6289, 0.3748], [-1.3837, -4.6925, -2.1996], [0.9332, -4.7588, -3.0695], [2.4946, -2.8820, -2.6328], [2.3711, 2.1700, -0.4447], [1.4543, 2.2716, -1.9842], [3.1088, 2.8287, -1.8786], [4.5756, 0.1163, -0.0965], [5.4244, 0.5142, -1.5881], [4.8881, -1.1372, -1.2988], [1.9514, 0.0936, -4.2100], [3.3297, -1.0049, -4.0603], [3.5978, 0.7091, -4.3138], [-1.6859, 2.7132, 5.1712], [-1.2331, 2.0570, 4.1298], [-0.4187, 0.9154, 4.2036], [-0.0093, 0.3135, 3.0444], [-0.3681, 0.7845, 1.8302], [-1.1444, 1.8831, 1.7820], [-1.5236, 2.3995, -0.0106], [-1.6072, 2.5582, 2.8653], [-1.4068, 2.3386, 6.0203], [-0.1114, 0.5076, 5.1572], [0.6196, -0.5667, 3.0591], [-2.2311, 3.4372, 2.7882]],
  "forces_ev_per_angstrom": [[0.0186, -0.0721, 0.2000], [-0.0343, -0.0319, -0.0157], [-0.0266, 0.0004, 0.0214], [-0.0344, -0.0110, 0.0269], [0.0368, 0.0014, -0.0027], [-0.0335, -0.0225, -0.0593], [-0.0110, 0.0035, 0.0037], [0.1332, -0.0507, -0.0655], [-0.1570, 0.1958, -0.0753], [0.1616, -0.1230, 0.0004], [-0.0226, 0.0065, 0.0306], [-0.0287, 0.0433, 0.0093], [-0.0470, 0.0718, 0.0194], [0.0039, 0.0007, 0.0037], [0.0091, 0.0074, 0.0045], [0.0104, 0.0129, 0.0015], [-0.0146, 0.0138, -0.0036], [0.0104, 0.0050, -0.0028], [0.0115, 0.0004, 0.0184], [-0.0279, -0.0097, 0.0006], [-0.0015, 0.0018, 0.0001], [0.0350, -0.0310, -0.0253], [0.0206, -0.0131, -0.0008], [-0.0059, -0.0005, -0.0155], [-0.0135, -0.0106, -0.0170], [0.0102, -0.0072, -0.0150], [0.0063, -0.0114, 0.0169], [0.0072, -0.0041, 0.0019], [-0.0011, 0.0050, 0.0079], [0.0108, -0.0234, 0.0012], [-0.0156, 0.0174, -0.0107], [-0.0214, 0.0110, 0.0332], [0.0200, 0.0474, -0.0557], [0.0052, -0.0201, -0.0238], [-0.0078, -0.0165, 0.0185], [-0.0064, 0.0040, -0.0228], [-0.0012, 0.0044, -0.0110], [0.0003, -0.0008, 0.0004], [0.0003, 0.0030, -0.0005], [0.0005, 0.0026, 0.0024]],
  "lumo_ev": -7.62,
  "charge": 2,
  "energy_ha": -3837.539170,
  "max_force_ha_per_bohr": 0.005
}